61
Properties=species:S:1:pos:R:3:forces:R:3:lowdin_charge:R:1 method="wB97M-V/def2-TZVPD" homo_lumo_gap_ev=5.763 fmax_ha_per_bohr=0.018 e_lumo_ha=-0.2900 energy_ev=-45558.51858 e_above_lowest_ev=0.574 total_charge=+2
Bi 0.16545 0.18867 -0.30482 -0.1 -0.4 0.1 1.975
O -0.25475 -1.42479 1.09791 0.2 0.4 -0.3 -0.310
N 0.55290 -2.43920 1.00095 0.0 -0.3 0.2 0.062
N 1.43885 -2.39718 0.12568 -0.2 0.7 -0.2 -0.143
O 1.56722 -1.34282 -0.71942 -0.1 -0.2 0.1 -0.304
C 2.38190 -3.46089 -0.03756 0.6 -0.7 -0.1 -0.171
C 3.27079 -3.41331 -1.10693 -0.3 0.3 0.0 0.000
C 4.17636 -4.44548 -1.26903 0.1 -0.1 0.1 -0.040
C 4.19411 -5.50620 -0.37450 0.0 0.0 0.0 -0.032
C 3.30481 -5.53548 0.69439 0.1 0.0 0.0 -0.040
C 2.39232 -4.51590 0.87472 -0.2 0.2 0.0 -0.001
H 3.24689 -2.58377 -1.79692 0.0 0.0 0.0 0.116
H 4.87063 -4.42045 -2.09720 0.0 0.0 0.0 0.122
H 4.90090 -6.31384 -0.50745 0.0 0.0 0.0 0.123
H 3.32772 -6.35963 1.39368 0.0 0.0 0.0 0.123
H 1.70123 -4.53359 1.70538 0.0 0.0 0.0 0.119
C -4.66977 0.74823 -2.35995 0.1 0.0 0.0 -0.033
C -3.75891 -0.47517 -2.39576 -0.2 -0.1 -0.1 -0.632
C -4.49367 -1.70247 -1.85288 0.1 0.1 0.0 -0.035
C -3.25597 -0.70967 -3.81853 0.0 0.1 0.1 -0.037
N -2.59730 -0.11331 -1.53094 0.2 0.3 0.1 -0.102
N -1.61372 -1.14849 -1.36876 -0.1 0.0 0.0 -0.122
H -5.53610 0.57851 -2.99655 0.0 0.0 0.0 0.101
H -4.14014 1.63017 -2.71950 0.0 0.0 0.0 0.092
H -5.02977 0.93950 -1.34628 0.0 0.0 0.0 0.091
H -5.39583 -1.88233 -2.43562 0.0 0.0 0.0 0.102
H -4.79674 -1.54197 -0.81517 0.0 0.0 0.0 0.093
H -3.88896 -2.61098 -1.91091 0.0 0.0 0.0 0.078
H -4.10617 -0.83433 -4.48686 0.0 0.0 0.0 0.102
H -2.65076 -1.61569 -3.91135 0.0 0.0 0.0 0.078
H -2.67716 0.14891 -4.16258 0.0 0.0 0.0 0.093
H -2.95646 0.10536 -0.60434 -0.1 -0.1 0.0 0.109
H -1.33877 -1.42700 -2.30833 0.0 -0.1 0.0 0.097
H -1.98717 -1.97774 -0.90415 0.0 -0.1 0.0 0.104
C 1.15675 -0.19696 3.61329 0.0 -0.1 0.0 0.020
C 1.84255 0.71634 2.66659 0.1 0.0 -0.1 -0.293
N 1.57799 0.92322 1.36985 0.0 0.2 0.2 -0.134
C 2.47147 1.88711 0.91477 0.1 -0.1 0.0 -0.137
C 3.28999 2.22970 1.93200 0.0 0.1 -0.2 -0.019
N 2.88003 1.49475 3.02019 -0.1 0.0 -0.2 0.015
C 3.53997 1.48822 4.32969 0.0 -0.1 0.3 -0.044
N 4.02806 0.18923 4.64347 0.3 0.2 0.0 -0.076
N 3.49443 -0.49809 5.69859 0.0 0.0 -0.1 0.060
N 4.07129 -1.61903 5.79428 0.0 -0.2 0.3 0.092
C 5.03349 -1.72850 4.80966 0.0 0.4 -0.3 -0.217
C 5.92105 -2.76097 4.50839 0.0 0.0 0.0 0.005
C 6.76026 -2.57143 3.43244 0.0 -0.1 0.1 -0.067
C 6.72403 -1.39356 2.66749 0.0 0.1 -0.1 -0.067
C 5.85685 -0.35904 2.95452 0.1 0.1 -0.1 -0.016
C 5.02038 -0.54808 4.05254 -0.2 -0.4 0.2 -0.167
H 0.15254 -0.42933 3.28142 -0.1 0.0 0.0 0.073
H 1.10663 0.25185 4.60468 0.0 0.0 0.0 0.094
H 1.71137 -1.13241 3.72332 0.0 0.0 0.0 0.097
H 2.46962 2.23974 -0.10552 0.0 0.1 0.0 0.107
H 4.09878 2.93899 1.97803 0.0 0.0 0.0 0.142
H 2.83353 1.76104 5.11206 0.0 0.0 0.0 0.150
H 4.34191 2.22423 4.29683 0.0 0.0 -0.1 0.152
H 5.94641 -3.65946 5.10954 0.0 0.0 0.0 0.124
H 7.47788 -3.33790 3.17291 0.0 0.0 0.0 0.112
H 7.40262 -1.29193 1.83052 0.0 0.0 0.0 0.112
H 5.85269 0.55071 2.36742 0.0 0.0 0.0 0.103

***

31
Properties=species:S:1:pos:R:3:forces:R:3:lowdin_charge:R:1 method="wB97M-V/def2-TZVPD" homo_lumo_gap_ev=7.876 fmax_ha_per_bohr=0.090 e_lumo_ha=-0.0539 energy_ev=-63930.13488 e_above_lowest_ev=0.050
O -0.37662 -3.53795 3.18961 0.0 0.1 -0.2 0.107
N 0.35545 -3.58629 2.21207 -0.8 -0.9 1.6 -0.350
O 0.95876 -4.58863 1.85759 0.0 0.7 -0.4 0.091
C 0.52150 -2.39213 1.49923 2.1 1.9 -2.8 -0.190
C 1.47052 -2.15519 0.50083 -1.5 -0.1 1.1 0.074
C 1.34475 -0.78075 0.14034 -0.6 -0.8 0.9 0.028
C 0.31010 -0.27277 0.91471 1.1 -0.9 -0.8 -0.246
C -0.29653 1.05686 0.83888 -0.7 0.7 -1.0 -0.203
C -0.57830 1.70793 -0.34601 0.6 -1.4 1.5 0.039
C -0.41854 1.08815 -1.68422 -0.9 -1.0 1.2 -0.219
C -1.00743 -0.19120 -1.94593 0.5 0.8 0.7 -0.022
C -0.93229 -0.71738 -3.19827 -0.1 -1.3 -1.3 -0.014
C -0.23827 -0.03818 -4.20217 0.1 0.8 0.4 -0.244
F -0.23625 -0.53097 -5.46695 0.2 0.3 0.8 0.059
C 0.39132 1.18517 -3.91577 -0.4 -0.5 -1.6 0.005
C 0.25163 1.77874 -2.66809 -0.2 -1.2 -0.8 -0.030
S -0.97649 1.79938 2.32240 -4.0 2.4 -0.4 0.620
O -2.29424 1.18766 2.57163 2.5 -0.2 0.0 -0.311
O -1.10701 3.24954 2.12449 1.4 -1.8 0.2 -0.326
C 0.11569 1.38435 3.73705 0.1 -0.2 0.6 -1.122
Cl 1.82355 1.85221 3.48350 -1.0 0.0 0.1 0.603
Cl -0.66485 2.07827 5.22779 0.8 -0.5 -1.3 0.597
O -0.17464 -1.25094 1.75135 -0.1 0.0 0.2 0.109
H 2.06764 -2.94261 0.08047 0.3 0.1 0.0 0.123
H 1.94728 -0.29519 -0.61003 -0.2 0.2 0.1 0.130
H -0.98051 2.71068 -0.35816 0.1 0.2 0.5 0.129
H -1.51069 -0.84075 -1.20931 0.3 1.0 0.0 0.140
H -1.41465 -1.70157 -3.39015 0.5 0.9 -0.1 0.138
H 0.87271 1.71667 -4.74773 -0.1 -0.3 0.5 0.126
H 0.68066 2.73709 -2.51775 0.2 0.7 0.3 0.115
H 0.09575 0.28978 3.80863 -0.1 0.4 0.1 0.042